Record 1
Below is a 5-piece molecular cluster, C21H41BN5O3P overall, with properties calculated with ωB97M-V/def2-TZVPD.

```
72
Properties=species:S:1:pos:R:3:forces:R:3
C -1.193 5.770 -1.628 0.131 -0.022 -0.191
C -0.147 5.058 -0.779 0.010 0.274 0.149
O -0.279 3.630 -0.845 0.301 -0.001 0.114
B 0.234 2.932 -1.883 0.406 0.054 -0.258
O 0.834 3.579 -2.963 -0.621 0.230 0.111
P 0.027 1.028 -1.868 -0.824 -0.302 -0.114
C 0.806 0.418 -0.308 0.262 -0.061 0.215
C 0.619 -1.099 -0.067 0.121 0.260 -0.081
C -0.723 -1.417 0.542 -0.113 0.282 -0.056
N -1.822 -1.448 -0.366 -0.129 -0.410 0.367
O -0.845 -1.645 1.721 0.021 -0.367 -0.094
H -1.412 6.758 -1.213 -0.019 -0.144 -0.057
H -2.112 5.179 -1.667 0.023 0.135 0.139
H -0.839 5.907 -2.654 -0.061 -0.067 0.126
H 0.863 5.353 -1.078 -0.131 -0.077 0.002
H -0.264 5.323 0.275 -0.037 -0.144 -0.113
H 0.357 3.428 -3.788 0.393 -0.133 -0.020
H 0.962 0.620 -2.836 0.237 0.082 0.052
H 1.880 0.626 -0.303 -0.159 0.087 0.052
H 0.364 0.976 0.526 0.126 0.006 -0.109
H 1.378 -1.430 0.647 -0.135 -0.002 -0.084
H 0.728 -1.650 -1.007 0.031 0.031 0.102
H -2.510 -2.090 0.023 -0.060 0.247 0.100
H -2.268 -0.536 -0.425 0.256 0.012 -0.398
C -1.721 -1.465 4.811 0.033 0.011 0.093
C -1.413 -2.185 6.117 0.024 0.040 -0.070
C -2.635 -2.306 7.035 0.138 0.006 0.015
C -3.161 -0.989 7.390 -0.285 0.372 0.034
N -3.577 0.059 7.624 0.161 -0.356 -0.001
H -2.054 -0.443 5.003 -0.026 -0.016 -0.009
H -0.841 -1.416 4.174 -0.028 -0.016 -0.016
H -2.503 -1.977 4.249 0.008 -0.009 -0.014
H -0.623 -1.654 6.652 0.007 -0.021 0.022
H -1.038 -3.189 5.911 -0.030 -0.021 0.036
H -2.380 -2.831 7.957 -0.026 -0.017 -0.004
H -3.434 -2.866 6.544 -0.001 0.001 -0.004
C -2.385 2.330 5.213 -0.010 0.031 -0.023
C -2.450 3.851 5.231 -0.001 -0.074 0.025
C -1.550 4.499 4.172 -0.067 0.013 0.059
C -0.140 4.156 4.357 0.426 -0.124 0.004
N 0.966 3.872 4.503 -0.364 0.101 -0.036
H -1.378 1.977 5.446 0.012 0.009 -0.025
H -3.062 1.902 5.950 0.002 -0.001 0.008
H -2.661 1.940 4.230 0.013 -0.001 -0.006
H -2.167 4.221 6.218 0.007 0.028 -0.007
H -3.474 4.181 5.049 0.011 0.036 -0.016
H -1.636 5.586 4.200 -0.009 0.002 -0.022
H -1.844 4.170 3.173 -0.001 0.005 -0.009
C 4.143 -2.881 -0.705 0.028 -0.006 -0.013
C 5.041 -1.915 -1.466 -0.027 -0.057 0.046
C 4.249 -0.888 -2.284 0.066 -0.025 0.030
C 3.405 -1.526 -3.294 -0.299 -0.134 -0.293
N 2.741 -2.038 -4.083 0.222 0.124 0.252
H 3.528 -3.470 -1.387 -0.018 0.018 -0.005
H 4.738 -3.574 -0.111 -0.002 -0.002 0.006
H 3.478 -2.345 -0.026 0.001 -0.001 0.002
H 5.703 -2.469 -2.134 0.009 0.015 -0.012
H 5.677 -1.371 -0.767 0.003 0.038 -0.026
H 4.919 -0.196 -2.797 -0.008 0.022 0.017
H 3.602 -0.297 -1.632 -0.003 0.010 -0.009
C 1.283 -2.860 -7.373 0.016 0.015 -0.002
C 0.641 -4.227 -7.188 0.051 0.053 0.023
C -0.780 -4.304 -7.760 0.070 -0.043 0.039
C -1.687 -3.350 -7.122 -0.287 0.305 0.154
N -2.395 -2.592 -6.622 0.240 -0.257 -0.154
H 0.727 -2.090 -6.837 -0.013 0.002 -0.007
H 2.298 -2.857 -6.980 -0.003 0.012 0.014
H 1.322 -2.582 -8.429 -0.011 -0.012 -0.005
H 0.616 -4.480 -6.127 -0.016 -0.010 0.001
H 1.243 -4.991 -7.683 -0.035 -0.027 -0.008
H -1.198 -5.303 -7.627 -0.003 -0.003 -0.028
H -0.770 -4.090 -8.831 -0.007 -0.008 -0.005
```
Forces are in eV/Å.

Summary:
Orbital gap ... 9.01 eV
Structure (SMILES) ... CCOB(O)PCCC(N)=O.CCCC#N.CCCC#N.CCCC#N.CCCC#N
Spin multiplicity ... 1
LUMO level ... 0.4 eV
Total charge ... 0


Record 2
Below is C21H41ClF2N3NbO5 as an isolated structure, with properties calculated with ωB97M-V/def2-TZVPD.

```
74
Properties=species:S:1:pos:R:3:forces:R:3
C 2.795 1.275 -0.552 0.273 -0.032 -0.128
C 2.918 0.132 -1.564 -0.245 -0.010 -0.006
C 1.772 -0.905 -1.490 -0.137 -0.373 -0.454
Nb 2.472 -2.876 -0.615 1.523 0.969 1.846
N 3.727 -2.039 0.836 -1.409 -0.013 -0.771
C 0.768 -2.727 0.884 0.108 -0.724 -0.930
C -0.461 -3.602 0.554 -0.237 0.167 0.247
C -1.806 -2.880 0.724 0.410 0.031 0.202
C -2.160 -2.054 -0.469 -0.541 -0.543 -0.804
O -2.226 -2.464 -1.608 0.196 0.510 0.713
O -2.520 -0.788 -0.141 0.327 0.258 -0.006
C 2.590 -5.058 0.046 -0.294 0.015 -0.185
C 3.682 -5.481 1.029 -0.079 -0.206 -0.312
C 5.111 -5.144 0.672 0.133 -0.114 0.118
Cl 3.287 -4.916 2.708 -0.028 0.212 0.230
N 4.022 -3.035 -2.177 -0.544 -0.490 -1.072
C 3.799 -2.269 -3.338 1.238 0.937 0.024
O 4.515 -1.397 -3.748 -0.761 -0.679 0.324
F 2.701 -2.593 -4.020 -0.237 -0.089 -0.295
C 4.383 -4.329 -2.570 1.114 -0.191 0.483
O 5.442 -4.867 -2.408 -0.913 0.339 -0.058
F 3.404 -5.002 -3.205 -0.029 -0.104 -0.199
H 3.734 1.447 -0.031 0.086 0.029 0.224
H 2.013 1.096 0.175 -0.103 -0.102 0.272
H 2.558 2.205 -1.054 -0.168 0.257 -0.095
H 2.920 0.559 -2.563 0.105 0.052 -0.193
H 3.902 -0.324 -1.473 0.169 -0.119 0.070
H 1.307 -1.001 -2.468 -0.079 -0.114 -0.154
H 0.985 -0.514 -0.850 -0.144 -0.029 0.194
H 1.276 -3.542 -1.826 -0.213 0.081 0.269
H 4.204 -1.179 0.593 0.286 -0.006 0.206
H 3.254 -1.932 1.725 0.347 0.079 0.296
H 1.197 -3.124 1.803 0.174 0.216 0.290
H 0.473 -1.694 1.040 0.054 0.272 0.087
H -0.486 -4.450 1.235 0.065 -0.235 0.061
H -0.417 -3.997 -0.453 -0.030 -0.117 -0.186
H -2.612 -3.597 0.863 -0.162 -0.153 -0.128
H -1.776 -2.251 1.607 -0.050 0.140 0.159
H -2.604 -0.299 -0.972 -0.125 -0.088 -0.114
H 1.649 -5.290 0.543 -0.264 -0.040 -0.095
H 2.629 -5.769 -0.779 0.086 -0.029 -0.278
H 3.626 -6.560 1.129 -0.047 -0.193 0.231
H 5.217 -4.181 0.193 -0.010 0.238 -0.004
H 5.483 -5.911 0.000 0.047 -0.023 -0.263
H 5.741 -5.162 1.554 0.105 0.010 0.179
C -3.727 6.159 0.698 -0.005 -0.064 0.083
C -2.899 5.114 -0.069 -0.266 0.729 0.196
C -3.799 4.291 -0.988 -0.145 -0.298 -0.049
C -4.702 3.326 -0.221 0.066 0.027 0.071
C -3.878 2.417 0.693 -0.204 0.042 -0.368
C -2.938 3.176 1.628 -0.289 0.107 0.814
N -2.164 4.195 0.852 -0.075 -0.730 -0.803
O -1.134 3.682 0.283 0.283 0.197 0.230
C -3.727 3.830 2.776 -0.011 0.105 -0.070
C -1.953 2.205 2.265 0.174 -0.123 -0.065
C -1.872 5.884 -0.887 0.154 -0.020 -0.162
H -4.059 6.929 0.001 0.068 0.005 -0.063
H -4.623 5.761 1.163 0.027 -0.024 -0.014
H -3.124 6.639 1.469 0.021 -0.013 0.014
H -3.172 3.718 -1.679 0.079 0.013 0.059
H -4.396 4.974 -1.597 -0.008 0.037 -0.009
H -5.448 3.878 0.358 0.016 0.015 0.013
H -5.263 2.712 -0.928 -0.019 -0.004 0.003
H -4.537 1.790 1.297 0.017 -0.032 0.040
H -3.289 1.739 0.074 0.119 0.028 0.014
H -3.089 4.514 3.336 0.010 0.019 -0.003
H -4.070 3.055 3.461 0.062 -0.075 -0.015
H -4.613 4.371 2.454 0.030 -0.018 -0.020
H -1.413 1.622 1.523 0.006 0.062 -0.006
H -2.506 1.512 2.897 -0.052 -0.004 0.032
H -1.226 2.735 2.882 -0.005 0.014 -0.003
H -1.184 6.423 -0.235 0.003 -0.002 0.010
H -2.392 6.608 -1.516 -0.055 0.036 0.015
H -1.289 5.231 -1.529 0.005 -0.028 0.060
```
Forces are in eV/Å.

Summary:
Orbital gap (alpha / beta) ... 7.17 / 7.11 eV
Spin multiplicity ... 2
LUMO level (alpha / beta) ... 2.1 / 2.0 eV
Total charge ... -1


Record 3
Below is a 2-piece molecular cluster, C21H41ClN2O4 overall, with properties calculated with ωB97M-V/def2-TZVPD.

```
69
Properties=species:S:1:pos:R:3:forces:R:3
C 5.777 0.824 3.460 -0.153 -0.011 -0.732
C 6.193 -0.127 2.149 0.851 1.673 1.623
O 5.349 0.339 1.038 -0.200 -2.801 0.306
C 4.916 -0.759 0.161 0.054 0.396 -1.883
C 3.422 -0.394 -0.497 1.405 -0.227 0.433
C 2.201 -0.455 0.597 -1.345 0.053 -0.947
Cl 2.563 -1.480 2.140 0.217 0.711 -1.240
N 1.031 -1.199 -0.081 -2.562 2.854 -1.484
C -0.278 -0.397 0.030 -2.116 0.859 -1.045
O -1.308 -0.301 -0.815 6.574 -1.058 4.977
C -0.006 0.366 1.489 -1.501 -0.566 -0.434
C -1.142 1.402 2.059 0.512 0.868 -0.653
C -1.558 1.184 3.630 -0.727 0.121 0.814
C -2.308 -0.238 3.959 -0.091 -0.118 1.018
C -0.316 1.328 4.700 0.661 0.383 -1.260
C 1.506 0.926 1.142 0.218 0.134 -0.549
C 2.291 1.877 2.224 -0.759 0.066 -0.115
C 3.118 3.008 1.365 -0.397 -1.624 -1.411
O 4.037 3.839 2.159 -2.954 0.666 2.335
C 3.420 4.328 3.402 3.794 -3.680 5.571
O 3.979 3.896 4.566 -3.682 3.203 -7.787
H 4.790 0.404 3.958 2.086 0.924 -0.968
H 5.577 1.920 3.041 0.380 -2.429 0.999
H 6.640 0.893 4.257 -1.745 -0.325 -1.633
H 6.093 -1.263 2.410 0.026 2.126 -0.752
H 7.318 0.162 1.911 -2.221 -0.922 0.294
H 5.660 -0.795 -0.770 -1.502 0.029 1.841
H 4.951 -1.826 0.640 -0.333 2.197 -0.578
H 3.503 0.677 -1.015 -0.356 -2.279 1.338
H 3.266 -1.181 -1.374 0.108 1.574 2.022
H 1.103 -1.312 -1.117 0.653 -0.218 1.147
H -0.119 -0.547 2.237 1.167 1.801 -1.463
H -0.706 2.501 1.951 -0.955 -2.156 0.252
H -2.089 1.366 1.354 1.857 -0.096 1.528
H -2.333 2.054 3.890 1.607 -1.881 -0.632
H -3.455 -0.255 3.717 2.273 0.170 0.191
H -2.228 -0.386 5.141 -0.219 0.237 -2.582
H -1.812 -1.184 3.480 -0.830 1.879 0.756
H 0.146 2.420 4.620 -0.933 -2.281 0.235
H -0.614 1.145 5.820 0.450 0.212 -2.373
H 0.525 0.568 4.336 -1.655 1.540 1.120
H 1.466 1.611 0.171 -0.450 -1.474 1.770
H 2.968 1.232 2.940 -1.300 1.526 -1.496
H 1.443 2.441 2.843 1.923 -1.339 -1.163
H 2.361 3.637 0.693 1.523 -1.038 1.690
H 3.801 2.402 0.599 -1.207 1.530 1.819
H 2.465 5.003 3.490 1.862 -1.229 -0.902
C -6.310 -1.074 -5.714 0.122 0.104 0.039
C -5.492 -2.144 -4.992 0.130 0.166 -0.218
N -4.046 -2.039 -5.207 0.175 -0.200 -0.165
C -3.307 -3.214 -4.740 -0.150 -0.075 -0.245
C -3.316 -3.504 -3.243 0.190 -0.142 0.289
C -3.434 -0.748 -4.885 -0.230 0.137 -0.221
C -3.584 -0.236 -3.456 0.180 0.210 0.254
H -6.106 -1.077 -6.789 0.051 0.009 0.144
H -7.379 -1.267 -5.574 0.142 -0.013 0.019
H -6.107 -0.072 -5.322 -0.019 -0.099 -0.077
H -5.837 -3.113 -5.377 0.313 0.003 0.121
H -5.746 -2.121 -3.928 -0.129 -0.011 0.166
H -2.265 -3.147 -5.080 -0.154 0.207 -0.003
H -3.710 -4.095 -5.256 -0.121 0.182 -0.032
H -2.659 -2.825 -2.698 -0.122 0.017 0.046
H -2.941 -4.517 -3.061 -0.048 0.071 -0.038
H -4.318 -3.447 -2.810 0.081 0.030 -0.058
H -3.845 0.009 -5.563 -0.104 -0.176 -0.007
H -2.365 -0.778 -5.136 -0.171 -0.281 0.004
H -4.596 -0.366 -3.064 0.038 -0.033 -0.064
H -3.363 0.838 -3.427 -0.015 -0.139 0.009
H -2.880 -0.720 -2.777 -0.164 0.054 0.041
```
Forces are in eV/Å.

Summary:
Orbital gap ... 8.00 eV
Structure (SMILES) ... CCOCC[C@]1(Cl)NC(=O)[C@H](CC(C)C)[C@H]1CCOC=O.CCN(CC)CC
Spin multiplicity ... 1
LUMO level ... 0.1 eV
Total charge ... 0